1.
Here is C2H2F3IS in the gas phase from OMol25. Energies are from the ωB97M-V functional and the def2-TZVPD basis.

Computed properties:
SMILES: FC(F)(F)SCI
F_max: 2.57 eV Å⁻¹
relative energy (zero: lowest compared OMol25 entry of this formula, charge and spin): 0.00 kcal/mol
HOMO-LUMO gap: 9.7 eV
HOMO level: -9.60 eV

Each line ends with the Mulliken charge.
Positions of all 9 atoms, in Å:
C -0.249 0.339 -0.057  -0.823
C -3.002 -0.276 0.044  0.696
F -4.067 -0.910 -0.414  -0.204
F -3.314 0.984 0.168  -0.206
F -2.691 -0.598 1.294  -0.227
S -1.634 -0.435 -1.173  -0.068
I -0.276 2.450 -0.098  0.115
H -0.327 -0.130 1.010  0.318
H 0.770 0.093 -0.294  0.399

Atomic forces in eV per Å
C -1.43 -1.50 1.54
C 1.29 0.63 -0.43
F -0.14 -0.75 0.17
F -0.91 2.18 -0.39
F 0.10 -1.61 0.33
S 1.54 0.11 1.48
I -0.03 0.16 0.23
H -0.42 1.25 -1.86
H 0.00 -0.47 -1.06

2.
Here is C15H14B2CrF4N6O11SbSe4 as an isolated structure from OMol25. Energies are from the ωB97M-V functional and the def2-TZVPD basis.

Computed properties:
F_max: 4.93 eV Å⁻¹
multiplicity: 2
HOMO-LUMO gap (spin up / spin down): 5.4 / 5.3 eV
HOMO level (spin up / spin down): -9.26 / -9.27 eV

Each line ends with the Mulliken charge.
Positions of all 58 atoms, in Å:
Cr 0.367 0.518 0.746  -1.087
C 1.311 -3.799 1.424  -1.575
C 1.253 -2.503 0.695  0.700
N 0.613 -1.496 1.142  0.740
O -0.102 -1.702 2.301  -0.540
B -1.549 -1.476 2.054  0.897
F -2.294 -1.757 3.143  -0.284
F -1.918 -2.147 0.893  -0.427
O -1.724 0.071 1.726  -0.562
N -1.440 0.251 0.426  0.611
C -2.220 0.747 -0.439  0.658
C -3.643 1.056 -0.203  -1.845
C -1.446 1.104 -1.653  0.431
N -0.200 0.910 -1.450  1.303
O 0.699 1.189 -2.385  -0.529
B 1.155 -0.022 -3.249  0.530
F 0.038 -0.568 -3.831  -0.312
F 2.105 0.500 -4.097  -0.367
O 1.904 -1.010 -2.415  -0.146
N 1.248 -1.498 -1.356  -0.354
C 1.935 -2.270 -0.594  0.376
C 3.314 -2.762 -0.877  -1.157
C -2.018 1.687 -2.892  -1.905
H 0.364 -3.979 1.925  0.405
H 2.082 -3.749 2.197  0.300
H 1.542 -4.613 0.740  0.435
H -3.974 0.634 0.741  0.398
H -4.250 0.664 -1.020  0.444
H -3.772 2.141 -0.177  0.364
H 3.439 -2.920 -1.946  0.321
H 3.524 -3.672 -0.317  0.465
H 4.063 -2.022 -0.591  0.058
H -2.709 2.492 -2.637  0.471
H -2.562 0.921 -3.448  0.361
H -1.215 2.075 -3.511  0.405
O 1.314 1.375 4.592  -0.640
C 1.101 1.630 3.433  -0.058
O 1.057 0.698 2.498  -0.204
C 0.941 3.036 2.940  0.825
C 1.325 4.108 3.725  -0.631
C 1.210 5.391 3.230  -0.429
C 0.819 5.639 1.931  -0.280
C 0.442 4.580 1.133  -0.544
C 0.402 3.271 1.667  0.526
O -0.124 2.281 0.998  0.420
N 0.096 4.825 -0.268  1.019
O 0.152 3.883 -1.036  -0.533
O -0.225 5.956 -0.582  -0.626
N 1.515 6.535 4.105  1.055
O 1.374 7.647 3.634  -0.623
O 1.864 6.291 5.241  -0.612
H 1.711 3.924 4.718  0.622
H 0.813 6.646 1.540  0.639
Se 6.206 -0.023 -0.351  -0.344
Sb 4.279 1.253 -1.091  1.280
Se 5.185 -0.185 -2.834  -0.195
Se 4.765 3.558 -1.544  -0.440
Se 2.164 0.921 0.008  0.192

Atomic forces in eV per Å
Cr -3.02 0.68 2.68
C -0.01 -0.05 -0.03
C 0.28 -0.22 -0.54
N -0.96 0.56 0.88
O -0.27 -0.27 0.02
B 0.29 -0.51 -0.22
F 0.16 0.21 0.04
F -0.26 0.05 0.19
O -0.19 -0.46 -0.27
N -1.02 -0.32 0.91
C 0.12 0.48 -0.49
C -0.15 -0.24 -0.09
C 0.08 0.24 -0.29
N 0.27 -0.34 0.54
O -0.06 -0.13 -0.16
B 0.16 -0.11 0.27
F 0.03 0.06 0.00
F -0.20 0.01 0.01
O 0.37 -0.16 -0.45
N -0.33 0.17 0.18
C -0.10 0.24 -0.05
C -0.06 -0.11 -0.02
C -0.18 -0.18 0.09
H -0.02 -0.03 -0.01
H 0.00 0.00 -0.01
H 0.02 0.01 0.00
H 0.00 -0.02 0.02
H -0.02 0.04 0.01
H 0.05 0.01 -0.03
H -0.03 -0.11 0.00
H 0.01 -0.03 -0.07
H 0.00 0.06 0.12
H -0.02 -0.01 0.00
H 0.00 0.03 -0.04
H 0.01 0.00 -0.02
O 0.04 0.05 -0.22
C -0.14 0.27 0.00
O -0.31 -0.87 -0.26
C -0.04 0.17 -0.09
C 0.07 -0.15 0.27
C 0.04 -0.04 0.04
C -0.10 0.22 -0.29
C 0.05 -0.30 0.37
C 0.40 -0.28 -0.13
O -1.04 0.05 -0.75
N -0.25 0.21 -0.03
O 0.07 0.04 -0.03
O 0.10 -0.18 0.13
N 0.01 0.04 -0.03
O 0.07 -0.12 0.10
O 0.00 0.06 -0.13
H -0.06 0.04 0.02
H -0.04 0.00 0.00
Se -0.12 -0.81 -1.03
Sb 1.36 2.46 -1.79
Se 0.64 -0.60 1.07
Se -0.58 -0.48 0.44
Se 4.82 0.65 -0.82

3.
Here is a 3-piece molecular cluster, C2H12N2O2 overall from OMol25. Energies are from the ωB97M-V functional and the def2-TZVPD basis.

Computed properties:
SMILES: NCCN.O.O
F_max: 2.64 eV Å⁻¹
relative energy (zero: lowest compared OMol25 entry of this formula, charge and spin): 16.83 kcal/mol
HOMO-LUMO gap: 10.4 eV
HOMO level: -9.51 eV

Each line ends with the Mulliken charge.
Positions of all 18 atoms, in Å:
N -0.151 -0.632 0.240  -0.619
C -0.477 -1.342 -1.060  -0.651
C 0.534 -1.019 -2.154  -0.627
N 0.739 0.400 -2.438  -0.529
H -0.223 0.356 -0.007  0.215
H 0.865 -0.676 0.263  0.286
H -0.187 -2.363 -0.800  0.324
H -1.522 -1.209 -1.294  0.385
H 0.220 -1.581 -3.051  0.325
H 1.495 -1.425 -1.830  0.395
H 1.448 0.526 -3.147  0.219
H -0.125 0.786 -2.799  0.209
H -0.004 -0.884 2.272  0.395
H 0.275 -1.154 3.710  0.330
O -0.083 -0.464 3.139  -0.642
H -0.187 2.252 2.286  0.314
H -0.852 3.506 1.829  0.303
O -0.588 2.651 1.477  -0.632

Atomic forces in eV per Å
N 0.08 0.44 -1.60
C 1.94 0.10 1.79
C -0.21 -0.04 -0.73
N -0.48 -0.06 0.32
H -0.46 0.19 0.49
H 0.24 -0.30 0.30
H -1.00 -0.40 -0.36
H -0.20 -0.08 -0.19
H 0.17 -0.05 0.09
H 0.00 -0.04 -0.05
H 0.01 0.00 -0.01
H 0.06 0.20 -0.07
H -0.47 0.37 -0.60
H -0.08 0.29 0.29
O 0.39 -0.46 0.36
H -0.40 -0.07 -1.00
H -0.17 0.21 -0.29
O 0.57 -0.28 1.27

The lowest F_max belongs to which entry? C2H2F3IS